No. 1
{
  "formula": "C10H27Cl2ErO2P2",
  "method": "ωB97M-V/def2-TZVPD",
  "species": ["C", "C", "H", "H", "H", "O", "Cl", "Er", "P", "C", "C", "H", "H", "H", "H", "H", "H", "C", "H", "H", "H", "P", "C", "C", "H", "H", "H", "C", "H", "H", "H", "H", "H", "H", "Cl", "C", "C", "O", "H", "H", "H", "H", "H", "H"],
  "positions_angstrom": [[-0.43034, 4.25648, -4.40798], [-0.26051, 2.99428, -3.62433], [-1.49933, 4.49048, -4.48456], [0.00006, 4.14275, -5.41340], [0.09568, 5.08021, -3.90370], [-1.11489, 2.31239, -3.09088], [1.46434, 2.50378, -3.48859], [0.21933, -0.04421, 0.05155], [-0.22146, -2.00908, -1.80928], [-1.57365, -3.24348, -1.81303], [-0.17834, -1.15967, -3.44304], [-0.09004, -1.84391, -4.29569], [1.46858, -3.71577, -2.57285], [0.66773, -0.46187, -3.45831], [2.20727, -2.31789, -1.72716], [-2.52146, -2.70139, -1.88057], [-1.11077, -0.59447, -3.54715], [1.35023, -3.01076, -1.73608], [-1.55393, -3.99250, -2.61222], [1.33932, -3.59390, -0.80111], [-1.54941, -3.78025, -0.85850], [0.02807, 1.70558, 2.10983], [-1.23781, 1.72464, 3.41572], [1.65067, 1.47910, 2.99436], [0.90616, 3.34812, 0.56975], [0.33350, 4.13885, 2.08079], [-0.85566, 3.55308, 0.87137], [0.11955, 3.36349, 1.33765], [2.45699, 1.42325, 2.24366], [1.83327, 2.31811, 3.68391], [-1.06957, 2.49513, 4.17459], [-1.25024, 0.74584, 3.90763], [1.61130, 0.53288, 3.56028], [-2.20636, 1.90150, 2.93802], [2.39546, 0.65079, -0.67096], [-0.08529, -3.02787, 3.57404], [-0.66215, -2.28428, 2.39419], [0.41665, -1.45752, 1.72652], [0.53279, -3.86127, 3.25410], [-0.93003, -3.44969, 4.12231], [0.46859, -2.38916, 4.26215], [-1.00578, -2.94603, 1.59880], [-1.44522, -1.57282, 2.65769], [1.28671, -1.70296, 2.11050]],
  "atomic_forces_ev_per_a": [[-0.377, 0.082, -0.079], [-1.057, -0.968, 0.731], [0.313, -0.076, 0.030], [-0.049, -0.010, 0.353], [-0.072, -0.299, -0.146], [1.631, 1.128, -0.735], [-0.391, 0.047, -0.009], [0.457, 0.291, -0.575], [0.444, -1.340, -1.347], [-0.188, 0.197, 0.148], [-0.213, -0.120, 0.197], [0.015, -0.019, 0.327], [-0.250, 0.346, 0.165], [-0.166, -0.073, 0.001], [-0.238, -0.302, 0.007], [0.029, -0.130, 0.037], [0.182, 0.033, -0.069], [-0.227, 0.289, 0.254], [0.315, 0.320, 0.008], [0.096, 0.192, -0.280], [-0.044, 0.084, -0.110], [0.562, 0.902, 0.926], [-0.115, 0.032, -0.144], [-0.368, -0.100, -0.337], [-0.203, 0.099, 0.193], [-0.029, -0.086, -0.181], [0.254, 0.160, 0.026], [-0.166, -0.214, 0.218], [-0.231, 0.079, 0.378], [-0.070, -0.307, -0.241], [0.093, -0.074, -0.188], [-0.052, 0.164, -0.061], [0.074, 0.418, -0.133], [0.035, -0.046, 0.198], [-0.201, -0.228, 0.263], [-0.505, -0.075, -0.120], [0.597, 0.200, -0.329], [0.555, -0.646, 0.558], [0.160, -0.031, -0.042], [0.093, -0.035, 0.087], [-0.057, 0.113, -0.052], [-0.134, -0.070, 0.224], [0.087, -0.027, 0.069], [-0.589, 0.103, -0.221]],
  "homo_lumo_gap_ev": [8.9904, 9.1016],
  "total_charge": 2,
  "max_force_ev_per_a": 2.1,
  "e_tot_ev": -86134.4723,
  "multiplicity": 4
}

=====

No. 2
{
  "formula": "C10H27CuO7",
  "method": "ωB97M-V/def2-TZVPD",
  "species": ["Cu", "C", "C", "O", "H", "H", "H", "H", "H", "C", "C", "O", "H", "H", "H", "H", "H", "C", "C", "O", "H", "H", "H", "H", "H", "C", "C", "O", "O", "H", "H", "H", "H", "H", "H", "C", "C", "O", "O", "H", "H", "H", "H", "H", "H"],
  "positions_angstrom": [[-0.28257, 0.34512, -0.00695], [-1.74319, 2.13480, -2.22089], [-0.20656, 2.27344, -1.79861], [0.05866, 1.84292, -0.45604], [-1.85992, 1.26713, -2.87021], [-2.10709, 2.96491, -2.82636], [-2.53108, 2.10555, -1.46824], [-0.03447, 3.34969, -1.81199], [0.40971, 1.79849, -2.56198], [2.92276, 0.87603, 1.73038], [1.40610, 0.73382, 2.02077], [0.48317, 1.40433, 1.21615], [3.60202, 0.27233, 2.33225], [3.20294, 1.92720, 1.79846], [3.18169, 0.61017, 0.70550], [1.19722, 0.98972, 3.05951], [1.11614, -0.31598, 2.06495], [1.92538, -0.51829, -2.70815], [0.96983, -1.26211, -1.73862], [0.81577, -0.62471, -0.46314], [1.44849, 0.36947, -3.12356], [2.21262, -1.19293, -3.51466], [2.86127, -0.38184, -2.16633], [1.36344, -2.26268, -1.55961], [-0.00877, -1.43252, -2.18739], [0.94544, -2.68066, 1.58107], [-0.47906, -2.14211, 1.60711], [-0.41671, -0.72093, 1.32237], [1.25489, -2.90608, 0.15351], [0.93094, -3.69368, 1.98317], [1.71500, -2.15690, 2.14813], [-1.01139, -2.36381, 2.53208], [-1.07526, -2.66665, 0.86046], [0.13436, -0.19621, 1.90767], [1.28730, -2.05779, -0.29475], [-2.55631, 1.05596, 0.82187], [-2.60475, -0.35475, 0.35103], [-1.79620, -0.42706, -0.77855], [-1.20359, 1.19967, 1.32486], [-3.32202, 1.20431, 1.58331], [-2.80764, 1.94770, 0.24764], [-3.61659, -0.53241, -0.01325], [-2.39753, -1.10425, 1.11483], [-2.25575, -0.77936, -1.54425], [-1.12869, 2.10113, 1.64638]],
  "atomic_forces_ev_per_a": [[-6.464, 2.318, -1.176], [0.384, 0.094, -0.958], [-1.946, 0.540, 1.684], [0.310, 10.819, -12.363], [-0.201, -0.317, 0.041], [0.419, 0.420, -0.443], [0.729, -0.295, 0.267], [0.409, 0.371, -0.277], [0.018, -0.059, -0.145], [-0.221, 0.185, -0.663], [0.742, 2.038, 0.573], [15.258, 1.870, 10.849], [-0.145, -0.071, 0.549], [-0.005, 0.113, 0.311], [-0.468, -0.156, -0.238], [0.568, 0.588, 1.133], [3.774, -0.480, 0.449], [-0.448, -1.113, 0.477], [0.457, 1.628, -0.309], [11.713, -9.473, -8.596], [0.536, 0.073, 0.209], [-0.243, -0.098, -0.406], [-0.108, 0.751, 0.057], [0.238, -0.009, -1.533], [-0.324, 0.106, -0.392], [-0.567, -1.993, -2.384], [1.363, 1.356, 0.378], [-4.258, -9.035, 4.812], [0.683, -2.525, 3.588], [-0.021, -0.203, 0.204], [-0.186, 0.466, -0.305], [0.114, 0.352, 0.614], [0.322, 0.294, -0.482], [-1.446, -0.205, 0.792], [-0.195, 1.143, 1.751], [-1.176, 1.006, 2.840], [-3.670, 0.339, -1.299], [-2.165, -2.537, -2.382], [-13.356, 2.789, 3.634], [-0.280, -0.559, 0.904], [0.237, -0.810, -1.186], [-0.505, -0.167, 0.240], [-0.124, 0.496, -0.185], [-0.281, -0.080, -0.099], [0.530, 0.031, -0.535]],
  "homo_lumo_gap_ev": [4.8213, 4.4645],
  "total_charge": -1,
  "max_force_ev_per_a": 18.8,
  "e_tot_ev": -69760.0237,
  "multiplicity": 2
}

=====

No. 3
{
  "formula": "C10H27NO3S",
  "method": "ωB97M-V/def2-TZVPD",
  "species": ["C", "C", "N", "C", "C", "C", "C", "C", "O", "C", "H", "H", "H", "H", "H", "H", "H", "H", "H", "H", "H", "H", "H", "H", "H", "H", "H", "H", "H", "H", "O", "H", "C", "S", "O", "C", "H", "H", "H", "H", "H", "H"],
  "positions_angstrom": [[-2.63147, 2.42293, 1.52968], [-1.61466, 1.40258, 0.84154], [-2.05239, 0.82567, -0.57653], [-3.33238, 0.26164, -0.26787], [-2.13133, 1.96371, -1.57547], [-0.92846, 2.77234, -1.83575], [-0.96017, -0.22462, -0.71105], [-0.95485, -0.88729, -2.11205], [0.11274, -1.80098, -2.32486], [0.16038, -2.41677, -3.63822], [-3.07171, 3.10171, 0.82659], [-2.23755, 3.29989, 2.19092], [-3.47488, 1.90404, 2.00821], [-1.42303, 0.71409, 1.57894], [-0.63930, 1.83833, 0.56553], [-3.20164, -0.51818, 0.44804], [-3.59914, -0.16858, -1.25102], [-3.96123, 1.12414, 0.09655], [-3.29084, 2.64120, -1.32332], [-2.52311, 1.36731, -2.53723], [0.02306, 2.19117, -1.99197], [-0.63213, 3.38877, -0.90719], [-1.19250, 3.70258, -2.36675], [-0.85964, -1.02215, -0.04494], [0.06398, 0.26212, -0.74510], [-0.99097, -0.19761, -2.85238], [-1.80195, -1.49148, -2.23298], [-0.67929, -2.83728, -4.14028], [0.90216, -3.35499, -3.82749], [0.43907, -1.64101, -4.41143], [1.50726, -0.05847, 1.49064], [1.32264, -0.73109, 0.86272], [4.86753, -2.50183, 1.88798], [3.35128, -2.24237, 2.81992], [3.24050, -3.44771, 3.75962], [3.96835, -0.85378, 3.78128], [5.52012, -2.60527, 2.50506], [5.27244, -1.48748, 1.43358], [4.90659, -3.28425, 1.15535], [5.11776, -0.79871, 4.07153], [3.47317, -0.59526, 4.83531], [3.93556, -0.01705, 2.98487]],
  "atomic_forces_ev_per_a": [[0.642, 0.999, -0.216], [0.045, 4.455, -1.141], [2.528, 0.971, 4.650], [-1.538, 0.341, -2.074], [-5.327, -1.336, -1.974], [1.623, 2.059, 2.842], [2.933, 1.142, -4.733], [-0.173, -2.205, 1.383], [0.650, -0.911, -0.314], [2.564, 0.073, -1.592], [-0.549, 0.062, -1.057], [0.163, -2.409, -0.549], [0.563, 0.202, 0.205], [0.565, -2.592, 0.861], [-0.446, 0.016, 0.800], [-0.105, -0.408, 0.584], [-1.095, 0.034, 0.692], [0.201, -1.481, -0.633], [4.032, -1.978, -0.400], [1.037, 1.452, 1.741], [-1.133, 0.726, -0.806], [-0.486, -1.302, -0.588], [0.381, -1.088, -1.138], [-0.784, -0.551, 2.057], [-1.220, -0.041, 0.996], [0.195, 2.499, -2.449], [-1.967, -0.753, -0.107], [-1.934, -0.205, 0.825], [-1.142, 2.568, 1.553], [0.265, -0.503, 0.899], [-0.252, 1.483, 0.580], [-0.047, -1.196, -0.846], [-5.214, 4.431, -7.162], [-0.831, -1.640, 1.374], [0.377, 1.107, -0.997], [2.279, 2.791, 1.029], [7.700, -2.084, 7.696], [-1.462, -1.785, 0.276], [-0.658, -0.292, -0.296], [-2.012, -1.026, -0.681], [0.327, -0.771, -2.864], [-0.698, -0.855, 1.576]],
  "homo_lumo_gap_ev": 5.4918,
  "max_force_ev_per_a": 11.1,
  "e_tot_ev": -29264.6923
}